Record 1
Entry from the OMol25 dataset: a structure of composition C20H34ClGeLuO3S3Se in a non-equilibrium geometry (ωB97M-V/def2-TZVPD).

HOMO level in eV: -12.02
Charge: +2
M in g mol⁻¹: 780.680
2S+1: 1

Geometry (Å):
Lu: 9.602 12.581 8.143
C: 11.167 10.688 5.152
C: 10.174 9.727 5.818
S: 9.752 9.800 7.554
C: 11.157 8.906 8.396
C: 12.518 9.545 8.313
S: 12.351 11.377 8.514
C: 13.427 11.943 7.167
C: 12.695 12.854 6.091
S: 10.929 12.444 5.703
H: 11.075 10.503 4.046
H: 12.165 10.395 5.373
H: 10.523 8.715 5.588
H: 9.185 9.920 5.336
H: 11.052 7.834 8.138
H: 10.896 8.914 9.507
H: 12.893 9.260 7.310
H: 13.253 9.244 9.077
H: 13.892 11.079 6.671
H: 14.169 12.573 7.731
H: 13.129 12.764 5.107
H: 12.789 13.896 6.516
C: 8.387 16.194 10.365
Ge: 8.763 15.770 8.421
C: 10.615 14.987 8.596
C: 9.095 17.472 7.443
C: 7.290 14.894 7.529
Se: 7.325 13.081 6.476
C: 7.448 13.583 4.496
H: 9.077 15.608 10.962
H: 7.364 15.878 10.487
H: 8.503 17.301 10.597
H: 11.144 15.912 8.493
H: 11.037 14.432 7.818
H: 10.977 14.452 9.493
H: 9.957 18.017 7.936
H: 8.253 18.081 7.626
H: 9.351 17.242 6.421
H: 6.785 15.594 6.873
H: 6.526 14.624 8.314
H: 6.750 14.308 4.233
H: 7.297 12.565 4.090
H: 8.511 13.921 4.374
C: 4.629 9.753 10.415
C: 5.585 8.756 10.904
C: 5.526 7.346 10.731
C: 6.498 6.534 11.349
Cl: 6.216 4.922 11.600
C: 7.637 7.102 11.911
C: 7.683 8.451 12.180
C: 6.692 9.299 11.573
O: 6.681 10.673 11.790
C: 7.861 11.458 11.814
C: 8.402 11.937 10.490
O: 9.631 11.708 10.310
O: 7.708 12.642 9.682
H: 3.612 9.370 10.302
H: 4.956 10.077 9.432
H: 4.524 10.597 11.125
H: 4.624 6.944 10.274
H: 8.526 6.459 12.172
H: 8.522 8.854 12.726
H: 8.730 10.837 12.210
H: 7.805 12.327 12.467

Charges in e, computed with Mulliken, in the same order as the atoms: number 1, Lu, carries 0.756; number 2, C, carries -0.539; number 3, C, carries -0.968; number 4, S, carries 0.117; number 5, C, carries -0.709; number 6, C, carries -0.721; number 7, S, carries 0.163; number 8, C, carries -0.703; number 9, C, carries -0.913; number 10, S, carries 0.059; number 11, H, carries 0.463; number 12, H, carries 0.355; number 13, H, carries 0.524; number 14, H, carries 0.380; number 15, H, carries 0.568; number 16, H, carries 0.271; number 17, H, carries 0.325; number 18, H, carries 0.554; number 19, H, carries 0.429; number 20, H, carries 0.459; number 21, H, carries 0.585; number 22, H, carries 0.334; number 23, C, carries -1.260; number 24, Ge, carries 0.692; number 25, C, carries -1.568; number 26, C, carries -1.335; number 27, C, carries -0.862; number 28, Se, carries 0.136; number 29, C, carries -0.944; number 30, H, carries 0.389; number 31, H, carries 0.432; number 32, H, carries 0.370; number 33, H, carries 0.515; number 34, H, carries 0.149; number 35, H, carries 0.619; number 36, H, carries 0.393; number 37, H, carries 0.443; number 38, H, carries 0.386; number 39, H, carries 0.642; number 40, H, carries 0.391; number 41, H, carries 0.416; number 42, H, carries 0.322; number 43, H, carries 0.284; number 44, C, carries -1.258; number 45, C, carries 0.633; number 46, C, carries -0.738; number 47, C, carries 0.348; number 48, Cl, carries -0.184; number 49, C, carries -0.651; number 50, C, carries -0.700; number 51, C, carries 0.680; number 52, O, carries -0.374; number 53, C, carries -0.544; number 54, C, carries 1.402; number 55, O, carries -0.796; number 56, O, carries -0.797; number 57, H, carries 0.462; number 58, H, carries 0.183; number 59, H, carries 0.295; number 60, H, carries 0.426; number 61, H, carries 0.341; number 62, H, carries 0.430; number 63, H, carries 0.127; number 64, H, carries 0.316

=====

Record 2
Entry from the OMol25 dataset: a structure of composition C20H34F4N5O5OsPTe in a non-equilibrium geometry (ωB97M-V/def2-TZVPD).

HOMO level (alpha / beta) in eV: -12.69 / -12.93
Charge: +2
M in g mol⁻¹: 849.318
2S+1: 5

Geometry (Å):
Os: -0.316 0.537 0.324
C: -2.513 1.102 -2.216
N: -1.646 0.027 -1.724
C: -0.793 -0.448 -2.813
C: -2.431 -1.064 -1.150
C: -1.553 -2.090 -0.443
N: -0.414 -1.462 0.228
C: 0.501 -2.258 0.887
C: 1.677 -1.726 1.447
F: 1.909 -0.379 1.381
C: 2.635 -2.466 2.098
F: 3.717 -1.816 2.559
C: 2.498 -3.824 2.278
C: 1.349 -4.391 1.764
F: 1.135 -5.692 1.913
C: 0.396 -3.654 1.080
F: -0.658 -4.337 0.613
H: -3.161 1.464 -1.426
H: -1.897 1.929 -2.570
H: -3.130 0.751 -3.053
H: -1.399 -0.853 -3.632
H: -0.112 -1.220 -2.458
H: -0.210 0.387 -3.196
H: -3.008 -1.582 -1.927
H: -3.144 -0.623 -0.453
H: -1.192 -2.828 -1.163
H: -2.179 -2.628 0.271
H: 3.242 -4.415 2.791
N: 1.059 3.292 4.865
C: 1.092 3.573 3.391
C: 0.324 2.461 2.669
N: 0.273 2.607 1.213
H: 1.600 3.977 5.396
H: 1.443 2.364 5.063
H: 0.100 3.305 5.219
H: 2.134 3.601 3.078
H: 0.646 4.552 3.218
H: -0.704 2.433 3.034
H: 0.783 1.496 2.900
H: 1.199 2.751 0.815
H: -0.307 3.392 0.931
C: 3.996 0.229 -4.743
C: 3.107 0.039 -3.537
O: 2.909 1.339 -2.897
P: 2.565 1.417 -1.362
O: 1.267 0.714 -1.056
Te: 4.337 0.543 0.018
O: 2.390 2.973 -1.108
C: 2.606 4.002 -2.126
C: 2.372 5.351 -1.485
H: 4.000 -0.680 -5.343
H: 5.018 0.455 -4.444
H: 3.619 1.046 -5.358
H: 3.552 -0.652 -2.816
H: 2.128 -0.344 -3.821
H: 1.912 3.830 -2.947
H: 3.622 3.914 -2.507
H: 1.420 5.360 -0.953
H: 2.331 6.112 -2.263
H: 3.173 5.606 -0.793
O: -3.252 1.869 0.799
C: -2.980 1.071 1.672
C: -3.861 0.595 2.807
C: -2.951 -0.318 3.635
C: -1.600 -0.205 2.965
O: -0.525 -0.588 3.391
N: -1.736 0.478 1.772
H: -4.729 0.083 2.393
H: -4.241 1.452 3.363
H: -3.267 -1.362 3.602
H: -2.885 -0.046 4.687

Charges in e, computed with Mulliken, in the same order as the atoms: number 1, Os, carries 2.555; number 2, C, carries -1.060; number 3, N, carries 0.335; number 4, C, carries -1.224; number 5, C, carries -1.446; number 6, C, carries -1.006; number 7, N, carries -0.219; number 8, C, carries -0.129; number 9, C, carries 0.260; number 10, F, carries -0.359; number 11, C, carries 0.255; number 12, F, carries -0.306; number 13, C, carries -0.510; number 14, C, carries 0.054; number 15, F, carries -0.285; number 16, C, carries 0.389; number 17, F, carries -0.311; number 18, H, carries 0.293; number 19, H, carries 0.279; number 20, H, carries 0.391; number 21, H, carries 0.464; number 22, H, carries 0.290; number 23, H, carries 0.321; number 24, H, carries 0.442; number 25, H, carries 0.464; number 26, H, carries 0.649; number 27, H, carries 0.596; number 28, H, carries 0.542; number 29, N, carries -0.220; number 30, C, carries -0.814; number 31, C, carries -0.699; number 32, N, carries -0.496; number 33, H, carries 0.389; number 34, H, carries 0.358; number 35, H, carries 0.361; number 36, H, carries 0.455; number 37, H, carries 0.405; number 38, H, carries 0.383; number 39, H, carries 0.276; number 40, H, carries 0.121; number 41, H, carries 0.335; number 42, C, carries -1.398; number 43, C, carries 0.075; number 44, O, carries -0.231; number 45, P, carries -0.060; number 46, O, carries 0.516; number 47, Te, carries 0.226; number 48, O, carries -0.181; number 49, C, carries -0.140; number 50, C, carries -1.235; number 51, H, carries 0.414; number 52, H, carries 0.330; number 53, H, carries 0.333; number 54, H, carries 0.364; number 55, H, carries 0.045; number 56, H, carries 0.325; number 57, H, carries 0.299; number 58, H, carries 0.273; number 59, H, carries 0.403; number 60, H, carries 0.314; number 61, O, carries -0.637; number 62, C, carries 0.473; number 63, C, carries -0.590; number 64, C, carries -0.578; number 65, C, carries 0.490; number 66, O, carries -0.613; number 67, N, carries -1.041; number 68, H, carries 0.294; number 69, H, carries 0.331; number 70, H, carries 0.275; number 71, H, carries 0.348

=====

Record 3
Entry from the OMol25 dataset: a structure of composition C20H34N2O in a non-equilibrium geometry (ωB97M-V/def2-TZVPD).

HOMO level in eV: -7.98
M in g mol⁻¹: 318.505
2S+1: 1

Geometry (Å):
C: -5.987 -1.866 -0.428
H: -5.666 -2.936 -0.621
H: -6.739 -1.666 0.117
H: -6.248 -1.506 -1.519
C: -4.807 -1.296 -0.091
C: -4.534 -1.774 1.487
H: -5.394 -1.673 2.296
H: -3.623 -1.160 1.706
H: -4.321 -2.727 1.273
C: -5.127 0.321 0.191
H: -5.494 0.991 -0.746
H: -4.410 0.998 0.490
H: -5.982 0.324 0.767
C: -3.615 -1.210 -0.858
N: -2.451 -0.642 -0.529
C: -2.050 0.419 -1.128
H: -2.783 0.946 -1.433
C: -0.912 1.210 -0.473
N: 0.329 0.533 -0.163
C: -0.277 -0.690 0.740
H: 0.554 -1.396 0.741
H: -0.777 -0.303 1.733
C: -1.340 -1.405 -0.066
H: -1.749 -2.289 0.681
H: -0.914 -1.778 -1.293
C: 1.305 0.193 -1.135
C: 2.285 1.098 -1.130
H: 2.940 1.337 -2.047
H: 1.697 2.216 -1.061
C: 3.180 1.201 0.204
C: 4.013 0.118 0.127
C: 5.058 -0.150 -0.804
C: 5.895 -1.230 -0.647
C: 5.540 -2.433 0.178
C: 4.452 -2.250 1.065
C: 3.755 -0.832 1.086
H: 2.904 -0.934 1.556
H: 4.244 -2.966 2.011
H: 6.148 -3.157 0.225
H: 6.593 -1.228 -1.242
H: 5.414 0.606 -1.194
H: 3.643 2.200 0.389
H: 2.392 1.225 1.033
H: 0.727 -0.048 -2.102
H: 1.613 -0.718 -0.985
C: -1.288 2.025 0.594
H: -1.728 1.323 1.435
C: -0.254 2.884 1.219
O: 0.068 4.096 0.151
H: -0.859 4.575 0.015
H: 0.534 2.509 1.388
H: -0.748 3.559 2.038
H: -2.101 2.740 0.138
H: -0.396 1.889 -1.182
H: -1.465 -0.010 -2.095
H: -3.399 -2.273 -0.806
H: -3.936 -0.969 -1.951

Charges in e, computed with Mulliken, in the same order as the atoms: number 1, C, carries -1.875; number 2, H, carries 0.379; number 3, H, carries 0.562; number 4, H, carries 0.354; number 5, C, carries 2.134; number 6, C, carries -1.434; number 7, H, carries 0.256; number 8, H, carries 0.286; number 9, H, carries 0.564; number 10, C, carries -1.589; number 11, H, carries 0.274; number 12, H, carries 0.375; number 13, H, carries 0.581; number 14, C, carries -2.172; number 15, N, carries 1.143; number 16, C, carries -2.435; number 17, H, carries 1.097; number 18, C, carries -0.367; number 19, N, carries 0.606; number 20, C, carries -1.060; number 21, H, carries 0.583; number 22, H, carries 0.088; number 23, C, carries -0.135; number 24, H, carries 0.278; number 25, H, carries 0.317; number 26, C, carries -1.783; number 27, C, carries -0.144; number 28, H, carries 0.299; number 29, H, carries 0.172; number 30, C, carries -0.272; number 31, C, carries 0.565; number 32, C, carries -1.000; number 33, C, carries -0.763; number 34, C, carries -0.745; number 35, C, carries -0.511; number 36, C, carries -0.589; number 37, H, carries 0.573; number 38, H, carries 0.245; number 39, H, carries 0.593; number 40, H, carries 0.684; number 41, H, carries 0.595; number 42, H, carries 0.412; number 43, H, carries 0.150; number 44, H, carries 0.227; number 45, H, carries 1.067; number 46, C, carries 0.044; number 47, H, carries -0.046; number 48, C, carries -0.949; number 49, O, carries -0.586; number 50, H, carries 0.324; number 51, H, carries 0.526; number 52, H, carries 0.232; number 53, H, carries 0.248; number 54, H, carries 0.671; number 55, H, carries 0.281; number 56, H, carries 0.410; number 57, H, carries 0.260